DFT (wB97M-V/def2-TZVPD) results for the ion C4H6N3S with charge +1 in a non-equilibrium geometry.

Output
- Energy relative to the best compared isomer or geometry (same formula, charge and spin): 445.3 kJ/mol
- Kohn-Sham gap (alpha / beta): 6.131 / 6.136 eV
- F_max: 3.1 eV/A

```
! wB97M-V def2-TZVPD RIJCOSX def2/J DEFGRID3
* xyz 1 1
C -0.778 1.075 0.434
C 0.645 0.726 0.673
C 1.098 2.621 2.095
C -1.540 0.113 -0.452
N -1.292 2.083 0.948
N 1.437 1.536 1.447
N 1.173 -0.381 0.179
S 0.998 3.879 2.965
H -2.530 0.527 -0.623
H -1.656 -0.849 0.047
H -1.043 -0.013 -1.412
H 2.415 1.243 1.523
H 0.603 -0.989 -0.392
H 2.133 -0.653 0.348
*
```